Record 1
43
Properties=species:S:1:pos:R:3:forces:R:3:mulliken_charge:R:1 method="wB97M-V/def2-TZVPD" total_energy_ev=-47055.245 charge=-1 lumo_energy_ha=0.1060 e_above_lowest_kcal_mol=2.27 homo_lumo_gap_ev=5.0
Tl -0.857074 -0.745893 -0.642826 2.1 3.0 3.6 1.17
Cl -1.823129 1.496784 0.076745 -0.2 0.3 -0.1 -0.61
Cl 1.727130 -0.818405 -1.025670 0.6 -0.2 -0.5 -0.64
N 0.111118 -0.529076 1.578177 0.2 0.6 1.5 -0.58
N 1.871607 0.942538 1.964214 0.3 0.2 0.2 0.18
N 1.699131 -1.100601 3.143790 0.3 -0.1 0.9 0.14
C 1.211459 -0.217110 2.213401 -0.9 -0.5 -0.6 0.40
C 0.923492 -2.300048 3.397771 -0.1 0.0 -0.3 -1.15
C -0.874003 1.534897 -3.384544 0.5 0.7 0.5 -0.64
C -1.444387 -2.569755 -0.635508 -2.0 -5.7 0.4 -1.24
C -2.322337 1.994365 -3.282885 -0.4 0.2 0.2 -0.60
C 2.990275 1.456628 2.716927 0.3 0.3 0.0 -1.04
C -0.632807 0.102793 -3.079580 2.2 2.2 -1.8 -0.55
C 3.054852 -1.120747 3.628842 0.4 -0.2 0.3 -0.98
C -3.344045 0.859438 -3.446700 -0.1 0.5 -0.3 -0.86
C 1.412571 1.795519 0.887994 -0.4 -0.1 -0.7 -0.59
C -1.600209 -0.681542 -2.771859 -4.5 -4.5 -0.6 -0.19
C -3.056227 -0.257205 -2.469984 0.0 0.2 -0.4 -0.91
H -3.260912 0.460826 -4.457129 -0.1 -0.1 -0.3 0.32
H -4.357517 1.248595 -3.332312 -0.1 0.1 0.0 0.38
H 0.326848 1.949614 0.947166 0.4 0.1 0.0 0.12
H -0.489356 1.754391 -4.376535 0.2 -0.2 -0.3 0.41
H 2.814324 1.426289 3.800374 0.1 0.1 -0.3 0.33
H 0.730016 -2.842288 2.462128 0.0 -0.1 0.2 0.40
H 1.635002 1.301216 -0.071172 -0.1 0.5 0.3 0.16
H 3.787222 -1.043833 2.812140 -0.1 0.0 0.3 0.31
H 3.930230 0.946190 2.457222 -0.1 0.3 0.3 0.29
H -2.465412 2.459397 -2.303245 -0.1 -0.1 -0.1 0.23
H 3.223547 -0.337910 4.378804 0.3 -0.4 -0.2 0.25
H -0.248878 2.135186 -2.714399 -0.1 0.2 0.0 0.16
H -3.258058 0.122199 -1.442297 0.5 -0.3 -0.7 0.37
H -2.564180 -2.677893 -0.791222 1.3 0.1 0.0 0.16
H -0.842761 -3.218537 -1.356655 -0.8 1.0 0.8 0.15
H 1.952075 2.746075 0.946550 -0.3 -0.2 0.0 0.28
H -2.501075 2.766328 -4.038339 -0.1 0.0 0.0 0.34
H 3.113951 2.508356 2.434093 0.0 -0.3 0.2 0.32
H 0.387312 -0.261801 -3.100700 0.0 -0.1 -0.5 0.66
H -0.034969 -2.036996 3.859386 0.0 -0.2 0.0 0.34
H -1.532781 -1.823099 -2.686343 0.4 2.0 -0.6 0.69
H -3.729150 -1.120250 -2.590565 0.3 0.2 -0.2 0.28
H -0.353070 -1.286059 2.087396 0.2 0.2 -0.9 0.08
H 1.484032 -2.937954 4.076934 -0.1 0.0 0.0 0.30
H 3.206142 -2.080620 4.130417 0.1 0.2 -0.2 0.34

Record 2
75
Properties=species:S:1:pos:R:3:forces:R:3:mulliken_charge:R:1 method="wB97M-V/def2-TZVPD" s2=2.01 total_energy_ev=-120271.713 multiplicity=3 lumo_energy_ha="0.0106 / -0.0236" e_above_lowest_kcal_mol=13.23 homo_lumo_gap_ev="7.9 / 7.7"
Pt -0.031188 -0.375931 -1.055707 -0.2 -0.7 -0.1 1.58
Br -0.176588 6.880269 -1.013707 0.0 -0.3 0.0 -0.16
O 1.917712 -0.449531 -1.204507 -1.1 0.3 -0.4 -1.03
O -1.968988 -0.293531 -1.232607 1.1 -0.2 -0.5 -0.96
N -0.115388 -0.533831 1.191993 0.2 0.6 -0.2 0.58
N 0.219412 2.243469 -0.774607 0.1 0.1 0.1 0.32
C 5.592712 2.294769 0.409493 0.1 0.1 0.0 -0.60
C 2.783612 -0.930231 -0.265107 0.6 -0.5 0.9 3.43
C 0.362912 0.651769 3.637493 -0.3 -0.1 -0.4 -1.02
C -2.883488 -0.213031 -0.212707 -0.7 0.1 1.0 3.11
C 3.007112 -2.796331 -1.957507 -0.1 0.2 0.0 -0.44
C -5.160988 -3.064431 0.926693 -0.1 0.0 0.1 -0.88
C 1.100912 -0.628931 1.756793 -0.1 0.0 0.4 0.17
C 3.589612 -3.962031 -2.424107 0.1 -0.1 0.0 -0.79
C -2.467988 -2.607331 0.500193 0.1 0.0 -0.1 -0.19
C -0.002088 4.990469 -0.921407 0.0 0.0 0.0 0.00
C -0.881788 0.744169 3.029193 0.3 -0.1 0.3 -1.16
C 5.142112 -3.909831 -0.602207 0.1 -0.1 0.1 -1.18
C 3.794012 0.186769 0.028493 0.0 -0.1 -0.2 -0.45
C -4.060188 0.612769 -0.778507 0.1 0.1 0.0 -0.87
C -4.871688 1.439669 -0.010907 0.1 -0.1 0.0 0.34
C 4.337512 2.333369 0.988593 -0.1 0.1 0.1 -1.27
C 4.556212 -2.750531 -0.132907 -0.1 -0.1 0.0 0.32
C 1.379812 -0.006631 2.968593 -0.2 -0.2 0.1 -0.59
C -2.894188 -3.827931 0.994493 0.1 0.0 0.0 -0.86
C -1.078888 0.188169 1.768593 -0.2 -0.1 0.2 0.77
C -4.734088 -1.836131 0.454393 0.0 0.0 0.0 -0.37
C 5.037612 0.186269 -0.592607 0.0 0.0 0.0 -0.70
C 0.244412 4.376169 0.294593 -0.1 0.1 -0.1 -1.14
C -5.882188 2.183869 -0.594207 -0.2 0.1 0.0 -1.06
C 2.109512 -1.478631 1.065893 0.1 0.2 -0.6 -1.93
C -0.000288 2.842469 -1.933607 0.0 0.3 -0.1 -0.51
C -0.130888 4.217369 -2.062807 0.0 0.1 0.0 -0.62
C 0.334012 2.993069 0.308693 0.0 0.4 0.0 0.34
C 5.935612 1.219269 -0.389607 0.1 0.0 -0.1 -0.92
C -2.371788 0.528669 1.070493 0.0 0.0 -0.6 -2.16
C -5.317488 1.285469 -2.729707 0.0 -0.1 0.0 -0.83
C 3.483812 -2.183531 -0.807907 -0.1 0.1 -0.1 -0.67
C 3.445812 1.291769 0.796493 0.0 -0.1 0.0 0.78
C -6.109388 2.116269 -1.956107 0.0 0.1 0.0 -0.48
C -4.309388 0.539569 -2.145407 0.1 -0.1 0.0 -0.24
C -4.242288 -4.057131 1.211393 -0.1 -0.2 0.1 -0.52
C -3.382688 -1.594531 0.242393 0.0 0.2 -0.2 -0.10
C 4.657212 -4.523531 -1.745807 0.0 -0.1 -0.1 -0.39
H 3.206312 -4.431431 -3.319207 0.0 0.0 -0.1 0.41
H -4.737488 1.515869 1.056593 0.0 0.0 0.1 0.37
H -6.495188 2.822369 0.025493 -0.1 0.1 0.0 0.42
H -1.416188 -2.438731 0.302493 -0.1 0.0 0.0 0.11
H 6.291412 3.104969 0.562393 0.0 0.1 0.0 0.40
H 2.175912 -2.347831 -2.484707 0.0 0.0 0.0 0.37
H -6.216788 -3.237731 1.079193 -0.1 0.0 0.0 0.43
H 5.110812 -5.436131 -2.104807 0.0 -0.1 0.0 0.40
H 1.606112 -2.401831 0.766493 0.0 0.0 0.1 0.51
H -1.694588 1.245169 3.530793 -0.1 0.1 0.0 0.56
H -5.484088 1.218769 -3.794907 0.0 0.0 -0.1 0.41
H -6.891088 2.708069 -2.410607 -0.1 0.0 0.0 0.41
H -4.576688 -5.007731 1.599793 0.0 -0.1 0.0 0.38
H 4.942512 -2.266131 0.752393 0.1 0.0 0.1 0.41
H 0.535812 1.090669 4.608093 0.0 0.1 0.1 0.44
H 0.352112 4.950969 1.199193 0.0 0.1 0.1 0.50
H -3.163888 0.450269 1.816493 0.1 0.1 0.0 0.74
H 6.902512 1.184369 -0.870407 0.1 0.0 0.0 0.40
H 2.468912 1.350369 1.245393 0.0 0.0 0.0 0.23
H 5.310812 -0.626931 -1.246507 0.0 0.0 0.0 0.48
H -2.171288 -4.598931 1.219393 0.1 -0.1 0.0 0.43
H -2.274688 1.584669 0.789693 -0.1 0.0 0.1 0.69
H 5.981512 -4.333331 -0.070907 0.1 -0.1 0.0 0.39
H -0.336888 4.668269 -3.019507 0.0 0.0 -0.1 0.46
H -5.463988 -1.069531 0.244093 0.0 0.0 0.0 0.38
H -3.687388 -0.102331 -2.749007 0.1 0.0 -0.1 0.46
H 2.921712 -1.712531 1.753993 -0.1 -0.1 0.0 0.57
H -0.072388 2.199069 -2.800407 -0.1 0.0 -0.1 0.43
H 2.370412 -0.068431 3.388793 0.1 -0.1 0.0 0.48
H 4.044912 3.185769 1.586493 0.0 0.0 0.1 0.45
H 0.503112 2.477569 1.242993 0.0 -0.1 0.2 0.21

Record 3
10
Properties=species:S:1:pos:R:3:forces:R:3:mulliken_charge:R:1 method="wB97M-V/def2-TZVPD" total_energy_ev=-14023.726 charge=+1 lumo_energy_ha=-0.2187 e_above_lowest_kcal_mol=42.68 homo_lumo_gap_ev=10.3
S 0.340312 0.601449 0.628674 0.8 3.6 -2.0 0.01
O 0.593280 -2.327113 0.359024 0.0 -0.5 0.1 -0.62
C -0.494781 1.624680 -0.669934 0.9 -0.8 0.0 -0.75
H -1.531152 1.766064 -0.415861 -0.2 0.1 0.1 0.35
H 1.229623 -3.049051 0.452918 0.3 0.3 -0.1 0.33
H -0.409309 1.017570 -1.569584 -0.1 0.2 -0.1 0.29
H 0.762850 -0.485433 -0.093499 -1.1 -1.5 1.4 0.41
H -0.241924 -2.812055 0.402401 -0.2 0.3 -0.1 0.32
H 0.080646 2.534225 -0.767247 -0.1 0.2 0.0 0.34
H -0.329545 1.129663 1.673107 -0.3 -1.9 0.7 0.33

Record 4
9
Properties=species:S:1:pos:R:3:forces:R:3:mulliken_charge:R:1 method="wB97M-V/def2-TZVPD" total_energy_ev=-8636.510 lumo_energy_ha=0.0246 e_above_lowest_kcal_mol=91.88 homo_lumo_gap_ev=10.4 smiles="C1=NN1.N=C=O"
O -1.630054 -0.438542 0.875171 0.9 -0.1 0.8 -0.38
N 2.124260 0.785729 -0.260385 -0.3 0.1 1.0 -0.37
N -3.237852 0.589229 -0.474045 -0.5 -1.9 0.8 -0.43
N 2.089634 -0.758555 -0.688938 2.7 -0.5 -0.9 -0.39
C -2.356744 0.189161 0.234533 -0.1 -1.0 -0.2 0.54
C 1.802657 -0.115082 0.531333 -0.3 -0.9 -1.3 0.28
H -3.252475 1.453267 -0.861770 -0.2 3.0 -1.4 0.27
H 3.138571 -1.033177 -0.658986 -2.0 0.3 -0.1 0.22
H 1.322006 -0.672031 1.303088 -0.1 1.0 1.3 0.26